The following is a quantum chemistry calculation of the molecule C13H17N3O3S in a non-equilibrium geometry, from the OMol25 dataset.

The geometry in XYZ format:
```
37
Properties=species:S:1:pos:R:3:forces:R:3
O 2.611 -1.451 -0.082 -0.2 0.1 0.0
H -4.615 1.433 -1.460 0.1 0.1 -0.1
C 3.830 0.597 0.341 -0.3 -0.2 0.1
H 0.193 1.076 -1.603 -0.1 -0.2 0.0
C -3.061 -0.463 -0.087 1.3 -0.4 0.2
H 4.332 -0.537 -1.952 0.1 -0.1 0.0
S -5.575 -1.321 0.663 0.0 0.5 -0.4
H 4.104 1.313 1.116 -0.1 0.0 0.0
H -0.671 1.776 1.488 -0.1 0.0 0.0
H 0.833 -0.628 1.594 0.1 0.1 0.1
C 4.776 -0.997 -1.057 -0.2 -0.3 0.1
H -7.221 1.269 -1.229 -0.1 0.1 -0.1
H 0.970 -0.451 -1.076 -0.1 0.1 -0.1
C -1.019 -0.151 -0.407 -0.6 0.2 -0.2
C -6.530 0.599 -0.751 -0.3 -0.1 0.1
H 3.347 1.123 -0.494 0.1 0.0 0.1
O 5.033 -0.006 -0.086 0.2 -0.1 0.1
N 0.983 1.075 0.320 0.0 0.0 0.0
N -2.471 -1.402 0.611 -1.2 -0.2 0.2
H 4.292 -2.563 0.351 0.0 0.0 -0.1
C 2.854 -0.449 0.895 0.1 0.4 0.3
H 3.549 -2.782 -1.264 0.1 0.0 0.0
C -6.911 -0.436 0.047 0.2 -0.2 0.1
C 0.170 2.137 0.878 0.1 0.0 0.0
C 3.817 -2.051 -0.500 0.4 0.1 -0.2
C -5.133 0.693 -0.879 0.5 -0.3 0.2
H 3.318 -0.931 1.773 -0.1 0.1 -0.1
H 5.740 -1.441 -1.310 -0.1 0.0 -0.1
C 0.326 0.377 -0.774 0.2 -0.1 0.0
O -1.139 -1.206 0.408 0.7 0.2 -0.3
H -0.231 2.735 0.063 -0.1 0.1 0.0
C -4.475 -0.278 -0.171 -1.0 -0.1 0.1
H -7.906 -0.734 0.313 -0.2 0.0 0.0
C 1.527 0.183 1.331 0.4 -0.3 -0.2
H 0.801 2.771 1.500 0.0 0.1 0.0
H 1.724 0.772 2.228 0.0 0.0 0.0
N -2.169 0.348 -0.740 0.3 0.2 -0.2
```
Positions in Å, forces in eV/Å.

Summary:
Spin multiplicity = 1
Kohn-Sham gap = 9.25 eV
Molar mass = 295.4 g mol⁻¹
Net charge = 0
Relative energy (zero: lowest compared OMol25 entry of this formula, charge and spin) = 64.3 kcal per mole
SMILES = CN(Cc1nc(-c2cccs2)no1)C[C@@H]1COCCO1
Max |F| = 1.4 eV Å⁻¹

natural (NBO) population analysis, charges in e, atoms 1 to 6: -0.54, 0.24, -0.10, 0.23, 0.28, 0.16